{"formula": "C4H5NOS2", "method": "ωB97M-V/def2-TZVPD", "de_lowest_kcal_mol": 118.18, "homo_ha": -0.327, "homo_lumo_gap_ev": 6.89, "lumo_ev": -2.00, "energy_ev": -29431.9692, "symbols": ["C", "C", "C", "C", "H", "H", "H", "H", "H", "N", "O", "S", "S"], "coordinates": [[-1.473, -0.087, -0.738], [-0.136, 0.227, -0.594], [2.007, -0.535, 1.072], [0.130, 1.431, 0.354], [-1.602, -1.224, 0.772], [-1.506, -0.805, -1.482], [-1.985, 0.683, -1.360], [0.684, 0.347, -1.437], [2.274, -0.616, 2.286], [0.359, 2.513, 0.737], [-2.173, -0.587, 0.456], [0.550, -1.274, 0.410], [2.871, -0.074, -0.475]], "nbo_charge": [-0.158, -0.366, -0.421, 0.237, 0.463, 0.193, 0.226, 0.321, 0.288, -0.295, -0.678, 0.211, -0.022]}